Here is a structure of composition C22H30CuO2Si in a non-equilibrium geometry from OMol25. Energies are from the ωB97M-V functional and the def2-TZVPD basis.

```
56
Properties=species:S:1:pos:R:3:mulliken_charge:R:1
Cu 0.90 0.65 2.30 -0.129
Si -0.57 0.87 -1.51 0.312
O -0.58 -1.96 1.55 0.118
O -0.37 -0.13 3.69 -0.294
C 2.59 -1.48 0.34 -0.820
C -2.20 -1.99 -4.20 -0.448
C 2.34 4.11 -2.72 -0.520
C 2.98 -0.73 2.47 -0.755
C -1.53 -1.93 2.63 -0.731
C -3.60 -2.00 -4.00 -0.447
C 0.70 0.37 4.60 -0.761
C 2.40 -0.08 0.33 -0.740
C 0.12 2.60 -1.87 0.711
C 0.90 3.28 -0.92 -0.553
C 2.79 0.45 1.62 -0.304
C -3.28 -0.28 -2.26 -0.466
C -1.38 -1.08 -3.49 -0.351
C 2.81 -1.89 1.70 -0.625
C 1.50 3.49 -3.67 -0.298
C 2.02 4.01 -1.35 -0.474
C -1.32 1.57 0.72 -0.808
C -4.10 -1.21 -2.94 -0.440
C -0.28 -3.25 1.01 -0.844
C -0.84 -1.51 3.91 -0.486
C -1.89 -0.23 -2.48 0.435
C 0.36 2.79 -3.26 -0.692
H 3.24 -0.71 3.54 0.707
H 2.68 4.49 -0.62 0.357
H 0.46 -3.76 1.65 0.245
H -1.55 -1.58 4.75 0.313
H -0.58 1.67 1.52 0.224
H -2.29 -1.17 2.35 0.210
H -3.78 0.46 -1.63 0.340
H 2.11 0.51 -0.53 0.713
H 1.27 1.18 4.05 0.319
H 1.77 3.53 -4.74 0.358
H -4.25 -2.67 -4.63 0.308
H -0.28 2.29 -4.00 0.350
H 0.31 0.79 5.56 0.298
H -2.08 0.86 1.06 0.268
H 0.67 3.21 0.14 0.290
H -1.96 -2.94 2.75 0.472
H 0.11 -3.08 0.00 0.143
H 0.02 -2.16 4.08 0.358
H 0.01 0.17 -0.29 0.179
H -1.20 -3.84 0.94 0.415
H -0.33 -1.00 -3.76 0.354
H 2.48 -2.16 -0.51 0.561
H -1.86 2.52 0.47 0.464
H -5.15 -1.36 -2.62 0.324
H 0.57 0.39 -2.39 -0.272
H 3.36 1.40 1.73 0.567
H -1.75 -2.72 -4.89 0.331
H 2.87 -2.92 2.05 0.541
H 3.25 4.64 -3.06 0.333
H 1.39 -0.47 4.85 0.335
```

Computed properties:
Spin multiplicity: 2
Total energy in eV: -79904.802
<S²>: 0.759
Strongest force on any atom in eV/A: 2.51
ΔE to the lowest compared entry with this formula, charge and spin in kcal per mole: 73.4
Lowest unoccupied orbital energy (alpha / beta) in eV: 0.4 / -1.1
Kohn-Sham gap (alpha / beta) in eV: 7.2258 / 5.8008
Molecular weight in Da: 418.112
Charge: 0
Highest occupied orbital energy (alpha / beta) in eV: -6.825 / -6.857